Entry 1:
{
  "formula": "C2H6ClO2Zn",
  "method": "ωB97M-V/def2-TZVPD",
  "total_charge": 1,
  "lumo_ha": -0.348,
  "multiplicity": 1,
  "gap_ev": 3.3,
  "species": ["Zn", "Cl", "O", "O", "C", "C", "H", "H", "H", "H", "H", "H"],
  "xyz": [[-8.01, 22.34, -4.28], [-6.72, 23.58, -5.51], [-9.14, 25.56, -6.99], [-10.20, 28.80, -5.72], [-9.18, 26.72, -6.14], [-9.91, 27.90, -6.80], [-11.12, 28.63, -5.50], [-8.17, 27.07, -5.94], [-8.51, 24.97, -6.56], [-9.72, 26.46, -5.22], [-9.22, 28.40, -7.47], [-10.80, 27.55, -7.32]],
  "lowdin_charge": [1.00, 0.11, -0.10, -0.06, -0.24, -0.23, 0.09, 0.12, -0.04, 0.11, 0.12, 0.13]
}


Entry 2:
{
  "formula": "C2H10O3",
  "method": "ωB97M-V/def2-TZVPD",
  "lumo_ha": 0.007,
  "multiplicity": 1,
  "gap_ev": 8.6,
  "species": ["O", "O", "O", "C", "C", "H", "H", "H", "H", "H", "H", "H", "H", "H", "H"],
  "xyz": [[-1.05, -0.98, 3.37], [-0.96, -0.60, 0.90], [0.59, 0.06, -0.14], [1.40, 0.68, -2.36], [0.16, 0.53, -1.40], [1.77, 1.70, -2.22], [1.10, 0.61, -3.40], [-0.53, -0.61, 1.76], [2.10, -0.14, -2.18], [-0.34, 1.49, -1.31], [-0.37, -0.86, 4.04], [-0.11, -0.29, 0.41], [-0.57, -0.16, -1.81], [-1.63, -1.28, 0.96], [-1.54, -0.15, 3.37]],
  "lowdin_charge": [-0.02, 0.13, -0.11, -0.08, -0.32, 0.06, 0.05, 0.07, 0.07, 0.10, 0.07, -0.29, 0.10, 0.13, 0.07]
}


Per-record energy, hartree: -2469.43085 -307.79323
Per-record relative energy (zero: lowest compared OMol25 entry of this formula, charge and spin), eV: 0.638 3.072